No. 1
The following is a quantum chemistry calculation of a cluster of 2 separate species, C3H9FN in total, from OMol25.

Geometry as XYZ:
```
14
Properties=species:S:1:pos:R:3:forces:R:3
C 1.279 1.225 -0.380 3.612 0.868 1.240
C -2.078 -0.128 -0.286 -1.088 -0.899 0.740
C 0.574 0.403 0.510 -2.844 -1.440 2.709
N 0.580 -1.084 0.486 -1.227 0.071 -0.488
F -1.609 -1.008 -1.182 0.575 -0.138 -0.869
H 0.817 2.109 -0.724 -0.796 0.915 -0.192
H 1.663 0.678 -1.171 0.485 -1.008 -2.064
H 2.278 1.549 0.142 -1.518 -0.126 -0.648
H -2.499 -0.753 0.529 0.371 0.884 0.155
H -2.768 0.593 -0.714 0.446 0.345 -0.040
H 0.214 0.666 1.480 -0.057 0.760 0.280
H 0.761 -1.270 -0.501 0.460 -1.049 0.112
H -0.427 -1.431 0.634 1.876 0.481 -0.016
H 1.214 -1.550 1.176 -0.294 0.338 -0.918
```
Forces are in eV/Å.

Properties
- Charge: +1
- Maximum force: 0.0814 Eh/bohr
- E_LUMO (spin up / spin down): -4.67 / -4.40 eV
- Energy relative to the best compared isomer or geometry (same formula, charge and spin): 338.9 kJ/mol



No. 2
The following is a quantum chemistry calculation of the ion C8H10FN2O3S with charge -1, from OMol25.

Geometry as XYZ:
```
25
Properties=species:S:1:pos:R:3:forces:R:3
C 2.016 0.330 -0.537 -0.437 -0.413 0.025
C -0.773 2.130 -0.110 1.495 -2.753 -1.513
C -0.490 0.461 -0.531 -0.928 -0.774 -1.025
C 0.520 -0.200 1.438 -0.375 0.409 -3.533
C 3.134 -0.113 0.076 0.447 0.447 -1.325
C -1.670 -0.327 0.167 0.047 -0.850 -1.139
C -2.989 0.450 0.094 -0.507 -0.789 -0.262
C -1.856 -1.779 -0.433 -4.010 0.869 0.644
N 0.730 0.046 0.157 -1.314 -0.317 2.018
N 4.399 -0.099 -0.529 0.577 -0.994 0.340
O -0.088 2.372 0.840 0.919 1.482 2.486
O 1.835 0.884 -1.618 0.365 0.573 -0.980
O -1.540 2.688 -0.839 -1.623 1.246 -1.264
F 3.095 -0.859 1.216 -0.202 -0.811 1.402
S -1.058 -0.408 1.933 -1.426 -0.406 -0.182
H -0.418 0.195 -1.671 -0.158 0.827 2.287
H 1.286 -0.360 2.095 1.884 -0.091 1.449
H -3.245 0.666 -0.992 0.665 0.564 1.538
H -2.852 1.242 0.835 -0.572 0.664 -0.975
H -3.875 -0.124 0.431 0.610 -0.276 0.160
H -2.622 -2.405 0.253 1.562 1.443 -1.424
H -0.944 -2.296 -0.377 1.230 -0.794 -0.679
H -2.413 -1.667 -1.490 1.748 -0.435 2.175
H 5.041 0.234 0.161 0.645 1.128 0.433
H 4.776 -1.060 -0.567 -0.644 0.050 -0.655
```
Forces are in eV/Å.

Properties
- Charge: -1
- Maximum force: 0.0808 Eh/bohr
- E_LUMO (spin up / spin down): 2.81 / 2.81 eV
- Energy relative to the best compared isomer or geometry (same formula, charge and spin): 256.1 kJ/mol



No. 3
The following is a quantum chemistry calculation of a cluster of 3 separate species, C2H10N2O2 in total, from OMol25.

Geometry as XYZ:
```
16
Properties=species:S:1:pos:R:3:forces:R:3
C 1.071 0.382 1.030 1.035 -1.752 -0.033
N -0.350 2.436 1.544 -2.697 2.250 1.753
C -0.738 1.726 0.499 1.922 -3.002 -1.838
N 0.058 0.793 0.079 -1.518 -0.787 -0.956
H 1.659 -0.633 0.914 -2.107 1.409 -0.551
H 0.493 0.353 1.959 1.049 0.004 0.596
H 1.985 0.970 1.028 -0.086 1.076 0.505
H -0.867 3.301 1.641 0.322 -0.005 0.382
H 0.609 2.526 1.516 2.359 0.607 0.660
H -1.707 1.894 0.072 -0.296 0.169 -0.512
H -1.793 -3.103 -1.562 0.263 -0.587 0.750
H -2.595 -2.170 -2.276 -0.785 -0.027 0.929
O -2.635 -2.664 -1.423 0.502 0.610 -1.665
H 1.458 -1.678 -1.424 -0.148 0.148 -0.084
H 2.911 -1.884 -1.931 -0.629 0.181 0.722
O 2.373 -1.689 -1.135 0.815 -0.296 -0.660
```
Forces are in eV/Å.

Properties
- SMILES: C/N=C\N.O.O
- Maximum force: 0.0780 Eh/bohr
- E_LUMO: 0.66 eV
- Energy relative to the best compared isomer or geometry (same formula, charge and spin): 171.9 kJ/mol



No. 4
The following is a quantum chemistry calculation of a cluster of 9 separate species, C13H41O15 in total, from OMol25.

Geometry as XYZ:
```
69
Properties=species:S:1:pos:R:3:forces:R:3
O -3.082 1.474 15.149 -0.255 -0.200 -1.837
C -2.957 1.575 16.449 0.576 -1.096 2.346
O -3.998 1.592 17.115 -2.758 0.870 0.670
O -1.858 1.499 16.974 2.379 0.101 -0.144
H -4.030 1.432 15.001 -0.672 0.063 -0.454
C -7.159 0.155 14.156 0.444 -0.032 1.296
O -6.408 1.175 14.877 -0.472 -0.333 -1.798
H -8.243 0.256 14.102 -0.109 0.898 0.020
H -6.771 0.078 13.141 0.166 0.051 0.230
H -7.059 -0.783 14.701 0.424 -0.292 -0.270
H -6.738 1.342 15.763 -0.267 -0.154 0.518
C -6.101 4.682 13.731 -0.395 1.529 0.387
O -5.322 3.627 13.274 -0.280 -0.641 -0.575
H -6.056 5.557 13.083 0.555 0.078 -0.239
H -7.173 4.488 13.736 -0.106 -0.481 0.323
H -5.758 4.982 14.721 -0.287 0.124 0.201
H -5.914 2.881 13.395 0.487 -0.688 0.093
C -0.129 2.603 14.531 -0.265 0.192 -0.166
O -1.284 2.580 13.669 1.761 0.548 0.297
H 0.725 3.059 14.030 -0.103 -0.126 -0.432
H -0.263 3.196 15.435 -0.425 0.164 0.019
H 0.152 1.613 14.889 0.019 -0.227 -0.225
H -1.992 2.270 14.238 -0.329 -0.157 -0.171
C -3.286 4.711 16.095 -0.472 0.262 0.851
O -4.279 4.529 17.143 0.647 0.297 -0.654
H -2.353 4.192 16.319 -0.054 -0.232 0.049
H -3.682 4.387 15.132 0.143 0.071 -0.071
H -3.034 5.771 16.102 -0.154 0.034 -0.289
H -4.175 3.615 17.420 -0.043 -0.409 0.100
C -7.006 2.980 18.532 1.026 0.947 -0.027
C -7.855 2.675 19.695 -0.312 -1.391 1.098
O -7.402 1.457 20.305 -0.263 0.680 0.416
O -6.678 1.832 17.778 -0.772 0.103 -0.416
H -6.022 3.285 18.889 -0.169 0.762 0.454
H -7.427 3.829 17.993 -0.029 -0.148 -0.556
H -8.907 2.521 19.453 -0.191 0.300 -0.207
H -7.742 3.489 20.412 -0.242 0.047 0.101
H -6.891 1.024 19.618 0.086 -0.389 -0.271
H -5.725 1.947 17.760 0.721 -1.052 -0.982
C -2.967 0.565 20.793 -0.807 2.021 -0.024
C -4.362 0.550 20.173 0.424 -1.687 -0.377
O -4.230 -0.224 18.985 -0.780 -0.579 0.375
O -2.265 1.633 20.114 0.252 -0.655 0.965
H -2.414 -0.372 20.721 -0.355 -0.161 -0.069
H -3.080 0.869 21.834 0.421 0.044 0.194
H -4.765 1.557 20.061 0.535 0.297 -0.412
H -5.162 0.061 20.730 0.349 -0.357 0.579
H -3.998 0.313 18.224 0.002 0.790 -0.348
H -2.126 1.342 19.210 0.057 0.111 -0.652
C 0.177 -2.869 16.974 -1.270 2.242 0.760
C 0.174 -1.315 17.188 -0.569 -0.551 -2.213
O -0.445 -0.795 15.973 0.474 -0.593 0.955
O 1.271 -3.333 16.262 1.227 -1.036 0.536
H -0.758 -3.182 16.508 -0.167 0.455 -0.376
H 0.008 -3.217 17.993 1.318 -1.057 0.072
H 1.170 -0.875 17.228 0.414 -0.456 0.143
H -0.306 -1.046 18.129 -0.624 0.080 -0.211
H -0.899 0.026 16.173 -0.295 0.701 0.275
H 1.279 -3.070 15.339 -0.558 0.336 0.146
C 1.300 3.442 17.798 2.576 -0.899 -1.718
C 2.626 2.985 18.468 -1.800 0.854 0.428
O 2.234 2.502 19.764 1.054 0.445 0.306
O 0.823 4.656 18.335 0.044 -1.215 0.258
H 0.667 2.555 17.778 -0.874 0.474 0.089
H 1.661 3.646 16.789 -0.676 0.170 -0.444
H 3.146 3.942 18.502 0.523 -0.156 0.919
H 3.272 2.288 17.934 -0.416 -0.230 -0.243
H 2.029 1.565 19.712 -0.071 0.008 -0.187
H 0.701 4.386 19.248 -0.416 0.534 0.594
```
Forces are in eV/Å.

Properties
- Charge: -1
- Maximum force: 0.0627 Eh/bohr
- E_LUMO: 2.67 eV
- Energy relative to the best compared isomer or geometry (same formula, charge and spin): 196.5 kJ/mol



No. 5
The following is a quantum chemistry calculation of a structure of composition C51H72GeHfN6O2P3, from OMol25.

Geometry as XYZ:
```
136
Properties=species:S:1:pos:R:3:forces:R:3
Hf 0.884 -1.030 0.516 -0.887 0.695 -0.163
C -3.242 -1.553 -1.197 -0.057 0.060 0.064
C -2.971 -2.604 -0.117 0.085 0.151 -0.155
C -4.261 -2.930 0.638 -0.138 -0.038 -0.064
P -1.588 -2.132 1.016 0.069 0.107 0.108
C -2.283 -0.720 1.977 0.007 0.173 -0.370
N -2.301 0.514 1.180 -0.430 0.064 0.104
Ge -0.888 1.057 0.009 0.018 0.408 0.001
N -0.116 2.783 0.153 -0.058 0.453 0.077
C 1.316 2.878 0.423 -0.328 -0.109 -0.148
P 1.665 1.925 1.942 0.072 -0.138 -0.645
C 0.729 2.938 3.184 -0.182 -0.267 0.123
C 0.864 4.446 2.994 -0.104 0.129 0.068
C -0.754 2.542 3.277 0.054 0.092 0.094
C 3.469 2.270 2.223 0.071 0.040 0.112
C 4.055 3.451 1.444 0.116 0.024 0.047
C 3.786 2.390 3.717 0.066 0.072 0.028
C -0.745 3.866 -0.463 0.348 -0.083 0.039
C -0.127 5.090 -0.751 -0.009 0.124 -0.092
C -0.821 6.104 -1.400 0.098 -0.050 0.047
C -2.130 5.924 -1.824 0.051 0.042 0.001
C -2.745 4.711 -1.569 -0.164 -0.138 -0.007
C -2.070 3.723 -0.868 -0.157 -0.387 0.064
N -2.688 2.417 -0.572 -0.345 0.551 -0.376
C -3.601 2.420 0.561 0.224 -0.127 -0.354
C -4.617 3.341 0.752 -0.010 0.124 -0.040
C -5.446 3.230 1.860 0.051 -0.045 -0.006
C -5.221 2.205 2.768 0.057 -0.058 0.029
C -4.182 1.299 2.582 -0.068 0.048 0.125
C -3.357 1.384 1.457 -0.097 -0.190 0.319
C -3.171 1.849 -1.794 0.276 0.087 0.113
C -4.481 1.761 -2.185 -0.162 -0.102 -0.153
C -4.760 1.358 -3.493 0.008 -0.008 -0.046
C -3.728 1.086 -4.418 -0.241 0.001 0.118
C -2.417 1.130 -4.033 0.050 0.138 0.097
C -2.107 1.435 -2.674 -0.217 0.144 -0.170
N -0.929 1.342 -2.085 0.154 -0.303 0.015
C 0.322 1.127 -2.773 -0.140 0.053 0.192
P 1.008 -0.578 -2.453 -0.319 0.344 0.074
C 2.625 -0.332 -3.378 0.082 -0.265 0.086
C 2.900 -1.153 -4.638 0.103 -0.052 -0.028
C 3.796 -0.473 -2.398 0.039 -0.054 -0.116
C -0.397 -1.448 -3.359 0.171 -0.393 -0.067
C -0.917 -2.808 -2.862 0.235 0.021 -0.328
C -0.275 -1.463 -4.881 -0.122 0.050 -0.072
C -1.485 -3.598 2.164 0.187 0.049 0.087
C -0.116 -4.292 2.163 -0.087 0.031 -0.069
C -1.922 -3.268 3.590 -0.112 -0.031 0.063
H -3.908 -1.964 -1.964 0.048 0.031 0.093
H -2.327 -1.218 -1.692 -0.229 -0.014 0.198
H -3.730 -0.680 -0.762 -0.020 -0.041 0.013
H -2.602 -3.511 -0.605 0.001 -0.072 0.055
H -4.798 -2.017 0.908 0.059 -0.060 0.005
H -4.106 -3.517 1.545 -0.007 0.012 -0.058
H -4.917 -3.512 -0.015 0.005 0.068 0.062
H -1.726 -0.635 2.911 0.018 0.087 0.029
H -3.306 -0.991 2.232 -0.069 0.007 -0.006
H 1.615 3.907 0.577 -0.003 0.081 0.015
H 1.939 2.489 -0.397 -0.020 0.046 -0.069
H 1.202 2.669 4.129 0.056 -0.014 0.120
H 0.329 4.782 2.100 0.054 -0.031 0.094
H 1.900 4.783 2.934 -0.066 -0.039 0.008
H 0.404 4.947 3.850 0.032 0.008 -0.070
H -1.314 2.932 2.428 0.017 0.028 0.033
H -1.193 2.973 4.183 0.054 -0.034 -0.055
H -0.910 1.461 3.308 0.054 0.080 -0.011
H 3.953 1.364 1.852 0.063 -0.116 -0.024
H 3.616 4.403 1.748 0.028 -0.040 -0.022
H 3.937 3.347 0.363 0.009 -0.005 0.077
H 5.127 3.511 1.648 -0.070 0.005 -0.015
H 3.458 3.356 4.108 0.016 -0.052 -0.007
H 4.867 2.327 3.870 -0.059 0.016 -0.008
H 3.320 1.605 4.318 0.030 0.054 -0.075
H 0.909 5.256 -0.487 -0.085 0.067 -0.042
H -0.317 7.042 -1.595 -0.007 -0.049 0.013
H -2.659 6.707 -2.352 0.055 -0.056 0.033
H -3.749 4.528 -1.941 0.102 -0.005 0.108
H -4.762 4.157 0.054 0.046 -0.105 0.032
H -6.248 3.942 2.013 0.070 -0.052 0.001
H -5.852 2.116 3.646 0.075 -0.002 -0.072
H -3.999 0.544 3.337 -0.070 0.084 -0.042
H -5.279 2.027 -1.501 0.058 -0.007 -0.078
H -5.793 1.295 -3.816 0.079 0.012 -0.001
H -3.975 0.828 -5.440 -0.048 0.025 0.063
H -1.633 0.906 -4.745 -0.052 0.012 0.096
H 1.054 1.830 -2.369 -0.011 0.119 0.014
H 0.252 1.306 -3.845 -0.049 0.030 -0.075
H 2.569 0.718 -3.666 -0.034 0.106 -0.100
H 2.892 -2.229 -4.439 0.007 0.168 -0.037
H 3.906 -0.898 -4.984 -0.067 -0.056 0.017
H 2.215 -0.937 -5.453 0.024 0.002 0.040
H 4.002 -1.520 -2.168 -0.019 0.077 -0.022
H 3.624 0.050 -1.456 -0.036 0.060 0.086
H 4.694 -0.047 -2.850 -0.036 -0.026 0.013
H -1.192 -0.749 -3.111 0.031 0.054 -0.020
H -0.384 -3.643 -3.303 0.236 -0.090 -0.043
H -1.961 -2.906 -3.178 0.145 0.003 0.006
H -0.878 -2.921 -1.788 0.127 0.021 0.196
H 0.384 -2.261 -5.221 -0.006 0.037 0.008
H 0.086 -0.519 -5.299 -0.020 -0.075 0.037
H -1.267 -1.651 -5.304 0.063 -0.025 -0.020
H -2.195 -4.302 1.733 -0.113 -0.081 -0.004
H 0.676 -3.631 2.514 0.049 0.087 0.042
H 0.157 -4.659 1.175 0.008 0.038 -0.036
H -0.149 -5.148 2.841 -0.039 0.043 -0.048
H -1.232 -2.565 4.059 -0.033 -0.064 -0.032
H -1.917 -4.184 4.185 -0.011 0.066 -0.021
H -2.930 -2.847 3.640 0.096 -0.044 0.002
C 0.778 -0.432 4.826 -0.026 0.014 0.076
C 1.428 -0.788 3.528 -0.172 -0.059 0.090
O 0.620 -0.994 2.513 0.093 -0.321 0.487
C 2.784 -0.925 3.444 0.215 0.063 0.023
C 3.472 -1.436 2.313 -0.089 -0.025 -0.190
C 4.854 -1.979 2.494 -0.059 0.014 0.050
N 2.857 -1.524 1.147 0.713 -0.705 0.279
N 3.471 -2.426 0.245 0.174 0.240 0.257
C 2.599 -3.047 -0.463 -0.198 -0.059 -0.016
O 1.279 -2.765 -0.394 1.007 -0.959 -0.293
C 3.103 -4.101 -1.372 -0.159 0.011 0.030
C 2.641 -4.202 -2.678 0.029 -0.147 0.029
C 3.148 -5.170 -3.532 0.027 0.013 0.007
C 4.116 -6.054 -3.071 -0.019 0.021 0.006
C 4.585 -5.954 -1.767 0.026 -0.004 -0.006
C 4.089 -4.974 -0.921 0.052 -0.053 0.079
H -0.075 -1.085 5.017 0.059 0.020 -0.010
H 0.396 0.591 4.782 0.013 -0.054 -0.002
H 1.480 -0.507 5.655 -0.055 0.015 -0.038
H 3.357 -0.805 4.354 -0.038 -0.007 -0.072
H 5.345 -1.470 3.322 -0.011 -0.023 0.005
H 5.438 -1.892 1.584 0.011 0.031 -0.027
H 4.796 -3.043 2.738 -0.003 0.019 -0.001
H 1.906 -3.498 -3.028 -0.299 0.075 -0.050
H 2.795 -5.235 -4.556 0.017 -0.001 0.094
H 4.506 -6.820 -3.729 -0.011 0.036 0.025
H 5.344 -6.640 -1.410 -0.058 0.043 -0.024
H 4.456 -4.886 0.097 -0.037 -0.015 -0.120
```
Forces are in eV/Å.

Properties
- Charge: +2
- Multiplicity: 2
- Maximum force: 0.0276 Eh/bohr
- E_LUMO (spin up / spin down): -5.28 / -7.05 eV
- Energy relative to the best compared isomer or geometry (same formula, charge and spin): 0.0 kJ/mol
- Expectation value of S²: 0.7867